(A)
{
  "formula": "C5H25NO8",
  "method": "wB97M-V/def2-TZVPD",
  "symbols": ["C", "N", "C", "C", "C", "C", "O", "H", "H", "H", "H", "H", "H", "H", "H", "H", "H", "H", "H", "H", "O", "H", "H", "O", "H", "H", "O", "H", "H", "O", "H", "H", "O", "H", "H", "O", "H", "H", "O"],
  "positions_angstrom": [[1.267, -1.532, 0.528], [-0.074, -1.546, 0.367], [-1.034, -1.242, 1.453], [-1.122, -2.386, 2.446], [-0.647, -1.846, -0.963], [-1.266, -3.254, -0.891], [2.019, -1.495, -0.443], [1.660, -1.514, 1.546], [-0.708, -0.224, 1.748], [-1.948, -0.818, 0.978], [-1.373, -3.287, 1.914], [-0.085, -2.579, 2.767], [-1.844, -2.143, 3.220], [0.178, -1.805, -1.688], [-1.452, -1.176, -1.254], [-1.943, -3.413, -0.090], [-0.413, -3.948, -0.753], [-1.604, -3.599, -1.874], [1.705, 0.361, -1.745], [2.345, 1.741, -1.776], [1.713, 1.185, -2.253], [-0.490, 1.378, -1.728], [0.413, 1.658, -0.651], [-0.552, 1.595, -0.748], [2.386, 1.897, 3.561], [2.039, 0.668, 2.647], [2.694, 1.332, 2.862], [-3.989, 1.467, -1.562], [-2.513, 1.013, -1.424], [-3.395, 0.864, -1.089], [4.170, 2.368, 0.055], [3.692, 2.446, 1.453], [3.349, 2.426, 0.556], [0.127, 2.014, -3.689], [-0.651, 0.795, -3.828], [-0.717, 1.659, -3.403], [-3.140, 2.090, 2.076], [-2.084, 2.037, 1.110], [-2.209, 1.831, 2.057]],
  "lowdin_charge": [-0.31, -0.11, -0.22, -0.06, -0.19, -0.07, -0.02, 0.13, 0.10, 0.12, 0.05, 0.08, 0.08, 0.11, 0.10, 0.05, 0.09, 0.08, 0.03, 0.05, -0.06, 0.00, 0.03, -0.10, 0.05, 0.03, -0.04, 0.05, -0.02, -0.06, 0.04, 0.01, -0.07, 0.05, 0.07, -0.04, 0.04, 0.02, -0.07],
  "total_charge": 0,
  "lumo_ev": 0.4494,
  "e_homo_ev": -9.10,
  "gap_ev": 9.54
}


(B)
{
  "formula": "C5H25NO8",
  "method": "wB97M-V/def2-TZVPD",
  "symbols": ["N", "C", "C", "C", "C", "C", "H", "H", "H", "H", "H", "H", "H", "H", "H", "H", "H", "O", "H", "H", "O", "H", "H", "O", "H", "H", "O", "H", "H", "O", "H", "H", "O", "H", "H", "O", "H", "H", "O"],
  "positions_angstrom": [[0.194, 1.120, 1.974], [0.114, 0.478, 0.778], [-0.891, -0.303, 0.392], [-0.961, -1.118, -0.842], [-1.506, -2.337, -0.865], [-1.586, -3.103, -2.153], [-0.560, 1.088, 2.631], [0.829, 1.886, 2.103], [1.039, 0.431, 0.203], [-1.798, -0.281, 0.978], [-0.798, -0.565, -1.761], [-1.590, -2.881, 0.064], [-2.543, -3.628, -2.263], [-1.442, -2.503, -3.038], [-0.924, -3.962, -2.222], [3.234, 1.259, -3.575], [2.072, 2.001, -2.939], [2.689, 2.046, -3.686], [0.572, 3.437, -0.134], [1.973, 3.943, -0.613], [1.500, 3.188, -0.253], [2.408, 2.975, 1.485], [3.199, 2.618, 2.716], [2.492, 3.215, 2.431], [-1.627, 2.383, -0.688], [-1.807, 3.892, -0.463], [-1.183, 3.167, -0.323], [-3.857, 1.346, -1.328], [-2.663, 0.417, -1.424], [-3.036, 1.213, -1.829], [-1.756, -2.486, 3.390], [-0.328, -1.961, 3.017], [-1.154, -2.320, 2.658], [1.690, -3.156, -0.660], [0.509, -4.007, -1.135], [1.213, -3.970, -0.483], [2.281, -1.887, 2.336], [2.071, -0.387, 2.556], [1.930, -1.247, 2.965]],
  "lowdin_charge": [0.08, -0.25, -0.16, -0.15, -0.16, -0.10, 0.10, 0.04, 0.12, 0.10, 0.11, 0.10, 0.08, 0.07, 0.05, 0.03, 0.02, -0.06, 0.00, 0.06, -0.07, 0.00, 0.04, -0.08, 0.02, 0.07, -0.06, 0.06, 0.00, -0.05, 0.04, 0.02, -0.06, 0.03, -0.01, -0.05, 0.04, 0.01, -0.05],
  "total_charge": 0,
  "lumo_ev": 0.2711,
  "e_homo_ev": -7.73,
  "gap_ev": 8.00
}


Which structure is the least stable? The one labeled (B).


(A)
{
  "formula": "C6H15N2",
  "method": "wB97M-V/def2-TZVPD",
  "symbols": ["C", "C", "C", "C", "N", "C", "C", "N", "H", "H", "H", "H", "H", "H", "H", "H", "H", "H", "H", "H", "H", "H", "H"],
  "positions_angstrom": [[0.082, -2.427, -1.710], [-0.652, -1.144, -1.988], [-0.232, 0.101, -1.220], [-0.654, 0.321, 0.033], [-0.106, 1.432, 0.718], [-0.428, 1.456, 2.168], [-0.143, 2.888, 2.617], [1.477, -2.193, -1.078], [0.242, -3.152, -2.531], [-0.455, -3.071, -1.024], [-0.700, -1.012, -3.104], [-1.730, -1.223, -1.788], [0.550, 0.712, -1.713], [-1.404, -0.283, 0.517], [-0.201, 2.295, 0.187], [0.341, 0.821, 2.648], [-1.452, 1.147, 2.239], [-0.909, 3.529, 2.164], [0.116, 3.070, 3.661], [0.806, 3.080, 2.141], [1.676, -1.205, -0.829], [2.204, -2.278, -1.791], [1.572, -2.863, -0.317]],
  "lowdin_charge": [-0.13, -0.21, -0.14, -0.13, -0.07, -0.26, -0.09, 0.19, 0.14, 0.12, 0.13, 0.12, 0.12, 0.13, 0.13, 0.12, 0.10, 0.08, 0.08, 0.06, 0.16, 0.17, 0.17],
  "total_charge": 1,
  "lumo_ev": -3.5040,
  "e_homo_ev": -11.76,
  "gap_ev": 8.26
}


(B)
{
  "formula": "C6H15N2",
  "method": "wB97M-V/def2-TZVPD",
  "symbols": ["C", "C", "C", "C", "C", "C", "N", "N", "H", "H", "H", "H", "H", "H", "H", "H", "H", "H", "H", "H", "H", "H", "H"],
  "positions_angstrom": [[-0.114, 1.750, 0.052], [0.053, 0.431, 0.242], [-1.387, -0.855, -1.123], [2.451, 0.619, -0.376], [1.608, -1.408, 0.658], [-1.203, -0.360, 0.260], [1.326, -0.076, 0.206], [-2.355, 0.480, 0.671], [0.822, 2.407, -0.135], [-1.060, 2.308, -0.139], [-2.392, -1.293, -1.260], [-0.575, -1.745, -1.248], [-1.138, -0.150, -1.857], [1.957, 1.014, -1.265], [2.661, 1.494, 0.190], [3.226, -0.026, -0.499], [2.541, -1.606, 1.326], [0.809, -1.764, 1.259], [1.680, -2.077, -0.166], [-1.220, -1.236, 0.908], [-3.024, 0.073, 1.383], [-2.851, 0.737, -0.169], [-1.816, 1.283, 1.084]],
  "lowdin_charge": [0.04, -0.34, -0.03, -0.01, -0.06, -0.35, -0.18, 0.20, 0.10, 0.08, 0.10, 0.16, 0.08, 0.10, 0.09, 0.07, 0.14, 0.06, 0.08, 0.15, 0.21, 0.16, 0.14],
  "total_charge": 1,
  "lumo_ev": -3.3723,
  "e_homo_ev": -11.82,
  "gap_ev": 8.45
}


Which structure is the least stable? The one labeled (B).


(A)
{
  "formula": "C6H15N2",
  "method": "wB97M-V/def2-TZVPD",
  "symbols": ["C", "C", "C", "N", "C", "C", "C", "N", "H", "H", "H", "H", "H", "H", "H", "H", "H", "H", "H", "H", "H", "H", "H"],
  "positions_angstrom": [[0.105, -1.691, -0.706], [-0.648, -0.832, -1.665], [-1.035, 0.607, -1.292], [1.095, 1.240, 0.758], [-0.213, 0.996, 1.127], [-1.195, 0.755, 0.246], [-0.602, 1.103, 2.575], [1.650, -1.385, -0.800], [0.085, -2.726, -1.049], [-0.037, -1.665, 0.361], [-0.050, -0.816, -2.590], [-1.525, -1.395, -2.007], [-2.009, 0.916, -1.663], [-0.242, 1.270, -1.659], [1.760, 1.516, 1.448], [1.214, 1.756, -0.108], [-2.218, 0.531, 0.488], [-1.346, 1.883, 2.759], [-1.083, 0.246, 3.046], [0.250, 1.402, 3.205], [1.896, -0.684, -0.078], [1.912, -0.814, -1.615], [2.239, -2.213, -0.778]],
  "lowdin_charge": [-0.11, -0.19, -0.16, 0.09, -0.41, -0.08, -0.04, 0.18, 0.13, 0.12, 0.12, 0.13, 0.11, 0.10, 0.10, 0.10, 0.11, 0.09, 0.08, 0.08, 0.12, 0.16, 0.16],
  "total_charge": 1,
  "lumo_ev": -3.2808,
  "e_homo_ev": -11.80,
  "gap_ev": 8.51
}


(B)
{
  "formula": "C6H15N2",
  "method": "wB97M-V/def2-TZVPD",
  "symbols": ["C", "C", "C", "C", "H", "H", "H", "H", "H", "H", "H", "H", "C", "C", "N", "N", "H", "H", "H", "H", "H", "H", "H"],
  "positions_angstrom": [[-0.298, 0.880, 2.095], [0.870, 1.131, 1.500], [1.277, 2.466, 0.947], [-0.649, -0.407, 2.795], [-1.018, 1.693, 2.182], [1.617, 0.340, 1.467], [2.185, 2.829, 1.428], [1.519, 2.391, -0.117], [0.472, 3.189, 1.077], [0.230, -1.047, 2.858], [-1.442, -0.951, 2.275], [-1.022, -0.192, 3.795], [-0.749, -1.103, -1.332], [0.169, -1.067, -2.306], [0.828, -2.162, -2.790], [-1.344, 0.162, -0.872], [-1.060, -1.980, -0.789], [0.410, -0.129, -2.795], [1.749, -1.977, -3.169], [0.860, -2.964, -2.180], [-0.920, 0.464, 0.023], [-2.360, 0.100, -0.754], [-1.158, 0.906, -1.543]],
  "lowdin_charge": [-0.22, -0.19, -0.09, -0.09, 0.11, 0.11, 0.08, 0.07, 0.08, 0.08, 0.07, 0.08, -0.10, -0.18, 0.09, 0.18, 0.12, 0.13, 0.11, 0.11, 0.10, 0.17, 0.16],
  "total_charge": 1,
  "lumo_ev": -3.1107,
  "e_homo_ev": -12.96,
  "gap_ev": 9.85
}


Which structure is the least stable? The one labeled (B).


(A)
{
  "formula": "C6H15N2",
  "method": "wB97M-V/def2-TZVPD",
  "symbols": ["N", "C", "C", "C", "C", "C", "N", "C", "H", "H", "H", "H", "H", "H", "H", "H", "H", "H", "H", "H", "H", "H", "H"],
  "positions_angstrom": [[0.768, -0.416, 2.810], [-1.177, -0.059, 0.130], [-0.711, -1.481, -0.019], [0.695, -1.226, -0.363], [1.283, -1.731, -1.477], [-1.399, 0.869, -1.078], [-0.181, 1.524, -1.470], [0.450, 2.287, -0.423], [0.572, -1.413, 3.056], [1.021, 0.146, 3.672], [-0.106, -0.030, 2.374], [-1.881, 0.160, 0.899], [-0.747, -2.205, 0.828], [-1.169, -2.096, -0.784], [1.240, -0.861, 0.488], [2.176, -1.288, -1.877], [0.773, -2.555, -1.899], [-1.993, 1.713, -0.751], [-1.942, 0.386, -1.929], [0.555, 0.925, -1.842], [-0.150, 3.165, -0.258], [1.546, 2.554, -0.618], [0.377, 1.632, 0.531]],
  "lowdin_charge": [0.00, 0.17, -0.17, -0.19, 0.12, -0.15, -0.14, -0.08, 0.04, 0.06, -0.01, 0.12, 0.15, 0.15, 0.08, 0.08, 0.07, 0.12, 0.17, 0.10, 0.08, 0.13, 0.09],
  "total_charge": 1,
  "lumo_ev": -7.4583,
  "e_homo_ev": -13.26,
  "gap_ev": 5.80
}


(B)
{
  "formula": "C6H15N2",
  "method": "wB97M-V/def2-TZVPD",
  "symbols": ["C", "C", "C", "N", "H", "H", "H", "H", "H", "H", "H", "C", "C", "C", "N", "H", "H", "H", "H", "H", "H", "H", "H"],
  "positions_angstrom": [[0.072, -2.954, 2.072], [-0.196, -1.496, 1.863], [0.747, -0.567, 1.873], [0.494, 0.832, 1.688], [1.140, -3.147, 2.145], [-0.409, -3.319, 2.982], [-0.319, -3.551, 1.245], [-1.242, -1.206, 1.766], [1.789, -0.827, 2.012], [1.341, 1.371, 1.823], [-0.192, 1.183, 2.349], [1.021, 1.573, -2.158], [-0.417, 1.222, -1.985], [-1.440, 1.546, -2.748], [-0.669, 0.400, -0.781], [1.157, 2.155, -3.064], [1.382, 2.166, -1.315], [1.641, 0.677, -2.221], [-2.449, 1.233, -2.516], [-1.296, 2.150, -3.632], [-0.243, 0.817, 0.094], [-0.243, -0.527, -0.867], [-1.669, 0.267, -0.626]],
  "lowdin_charge": [-0.09, -0.18, -0.20, 0.00, 0.08, 0.08, 0.08, 0.11, 0.12, 0.10, 0.11, -0.03, -0.35, 0.11, 0.19, 0.10, 0.09, 0.09, 0.08, 0.09, 0.09, 0.16, 0.16],
  "total_charge": 1,
  "lumo_ev": -2.9376,
  "e_homo_ev": -12.73,
  "gap_ev": 9.80
}


Which structure is the least stable? The one labeled (A).